Entry 1:
The following is a DFT calculation (ωB97M-V with the def2-TZVPD basis set) of a 8-piece molecular cluster, C30H72N8O6 overall at a distorted geometry.

Structure (XYZ):
```
116
Properties=species:S:1:pos:R:3:forces:R:3
C 1.1035 -3.5819 -3.3578 0.373 -0.135 -0.478
C 1.6683 -4.9258 -2.8241 -1.008 0.730 0.135
N 0.8906 -5.4003 -1.6526 0.582 0.033 -0.456
C 1.6550 -6.4027 -0.8855 -0.464 -0.448 -1.209
C 1.8872 -7.7392 -1.6372 -0.048 0.059 0.621
C -0.4476 -5.8398 -2.0510 -0.634 0.384 0.596
C -1.3408 -6.1453 -0.8645 -0.102 -0.159 0.485
H 1.6202 -3.3120 -4.2788 0.153 -0.076 -0.124
H 1.2029 -2.7038 -2.7196 0.224 -0.298 0.475
H 0.0517 -3.6086 -3.6426 -0.048 -0.377 0.082
H 1.6950 -5.6605 -3.6289 -0.472 -0.202 -0.345
H 2.7322 -4.8448 -2.6017 -0.040 0.306 0.576
H 2.6355 -5.9687 -0.6897 -0.069 0.091 0.274
H 1.1387 -6.6119 0.0514 0.133 0.145 0.052
H 2.4435 -8.3835 -0.9563 0.272 -0.105 -0.177
H 0.9771 -8.2949 -1.8631 -0.202 0.234 0.008
H 2.4359 -7.6177 -2.5711 0.104 0.046 0.110
H -0.4921 -6.6857 -2.7371 0.439 -0.276 -0.290
H -0.9956 -5.0341 -2.5394 0.588 0.211 -0.279
H -0.9810 -6.9816 -0.2651 0.015 0.048 0.106
H -2.3570 -6.4002 -1.1655 0.030 -0.086 -0.298
H -1.4441 -5.2600 -0.2372 0.208 -0.019 0.188
C 0.5086 4.8211 4.6137 0.992 0.081 0.634
C 1.5977 5.2262 3.6113 -0.764 1.016 -0.385
N 2.4375 4.2159 3.0479 1.029 -2.073 -0.560
C 3.5382 4.7593 2.1703 -2.166 0.161 -0.141
C 3.0506 5.8484 1.1684 0.536 -0.227 1.035
C 2.9782 3.2650 4.0588 0.062 0.160 -0.182
C 3.7802 2.1161 3.4596 -0.056 -0.208 -1.094
H -0.0923 5.6735 4.9306 -0.265 0.148 -0.764
H 0.9241 4.5676 5.5890 0.206 -0.667 -0.082
H -0.1104 4.0071 4.2363 -0.042 0.097 0.118
H 1.0499 5.6628 2.7761 0.037 0.199 -0.100
H 2.2531 6.0254 3.9574 -0.093 0.489 0.777
H 4.3056 5.2154 2.7958 0.471 -0.134 0.071
H 3.8938 3.9353 1.5518 0.403 -0.059 0.408
H 2.7520 6.7331 1.7307 -0.192 0.049 -0.179
H 3.9260 6.1440 0.5901 -0.104 -0.046 -0.259
H 2.2360 5.5279 0.5189 0.268 -0.056 0.134
H 2.1792 2.8450 4.6698 -0.301 0.156 -0.281
H 3.6150 3.7899 4.7709 0.287 0.324 0.270
H 4.7622 2.4238 3.1005 0.122 0.070 0.223
H 3.2748 1.7441 2.5684 -0.239 0.092 -0.214
H 3.9007 1.2077 4.0497 -0.021 0.396 0.608
C -0.3658 3.3126 -2.0205 -0.467 0.351 -0.114
N -1.5418 3.8247 -1.3177 0.973 -1.522 -1.324
C -1.5583 4.5669 -0.2388 -1.710 1.023 1.725
C -0.2769 5.1042 0.3591 -0.364 0.635 -0.941
O -2.6714 4.8455 0.2526 1.274 -0.020 0.090
H 0.4230 2.9429 -1.3653 -0.139 0.084 0.208
H 0.0432 4.1097 -2.6413 0.219 -0.133 -0.175
H -0.6695 2.4820 -2.6576 -0.062 0.130 0.009
H -2.4652 3.5411 -1.6126 -0.059 -0.261 -0.412
H -0.5816 6.0859 0.7218 0.192 -0.278 0.824
H 0.4499 5.3634 -0.4108 0.073 -0.430 -0.219
H 0.1897 4.4274 1.0748 -0.179 0.247 0.208
C 4.3772 1.2172 -0.3193 0.346 -0.319 -0.689
N 4.3169 -0.2325 -0.2914 -0.229 -0.903 0.504
C 3.3109 -0.9585 -0.8583 0.802 -0.515 0.804
C 3.4077 -2.4876 -0.7340 0.645 0.408 -0.082
O 2.3814 -0.4087 -1.4093 -0.752 0.333 -0.569
H 4.6036 1.4682 -1.3556 -0.055 0.597 0.057
H 5.2009 1.5350 0.3199 -0.155 0.051 -0.034
H 3.4508 1.7076 -0.0204 0.002 -0.223 0.073
H 5.0584 -0.7300 0.1806 -0.236 0.099 -0.109
H 3.5282 -2.9351 -1.7205 -0.196 0.205 -0.094
H 2.5300 -2.9376 -0.2701 -0.081 0.258 -0.045
H 4.2955 -2.7830 -0.1748 -0.049 0.021 0.179
C -2.8829 -2.1286 -3.0954 -0.023 -0.751 0.910
N -2.7423 -2.4972 -4.4664 0.396 0.739 0.184
C -3.0425 -3.6950 -5.0023 1.291 -0.886 -0.850
C -3.2992 -4.9225 -4.0850 -1.325 0.502 -0.696
O -2.9520 -3.8198 -6.2193 -0.410 -0.460 0.562
H -2.2401 -2.7113 -2.4356 0.294 -0.209 -0.013
H -3.8950 -2.4005 -2.7955 -0.162 0.729 0.388
H -2.5926 -1.0945 -2.9101 -0.518 0.052 -0.263
H -2.3658 -1.8024 -5.0953 -0.260 -0.289 -0.190
H -2.4636 -5.6133 -3.9720 0.193 0.484 -0.145
H -4.0731 -5.4726 -4.6204 0.077 -0.173 -0.113
H -3.7617 -4.7097 -3.1212 0.395 0.246 0.145
C -3.7117 0.8371 -0.5394 -0.026 -0.102 0.706
N -4.7460 0.8271 -1.5293 -0.997 -0.354 -0.020
C -4.7653 1.6630 -2.5790 1.295 0.553 -0.774
C -5.8898 1.5805 -3.5815 -0.156 0.036 0.625
O -3.8275 2.4477 -2.7660 -0.519 -0.231 0.176
H -4.1529 0.4684 0.3866 0.191 -0.154 0.040
H -3.3688 1.8482 -0.3198 0.183 -0.104 -0.303
H -2.9122 0.1602 -0.8407 0.362 0.246 0.175
H -5.4540 0.1185 -1.3997 -0.075 0.364 -0.319
H -6.6716 0.9123 -3.2205 -0.075 -0.056 -0.302
H -5.5002 1.2773 -4.5533 -0.022 -0.115 0.136
H -6.3001 2.5845 -3.6897 -0.016 -0.050 -0.017
C 0.5793 1.5847 1.2888 -0.883 -0.896 -1.129
N 0.4156 0.2909 0.6144 -0.648 -0.808 -0.034
C -0.5513 -0.6343 0.9036 0.077 1.392 2.192
C -0.5891 -1.8770 0.1299 0.760 -0.834 -0.788
O -1.3510 -0.5016 1.8530 0.845 0.300 -1.063
H -0.4021 2.0569 1.2436 0.013 0.315 0.621
H 1.2076 2.1553 0.6050 0.357 0.157 0.603
H 0.9640 1.4505 2.2998 -0.001 0.402 -0.142
H 0.9462 0.1648 -0.2357 0.112 -0.272 0.012
H -0.5898 -2.7571 0.7729 -0.424 0.237 0.270
H 0.3299 -1.9991 -0.4434 -0.306 0.139 -0.631
H -1.4993 -1.8535 -0.4693 0.192 -0.283 -0.201
C -2.4397 2.4782 3.3408 -0.341 -0.416 -0.246
N -1.6194 1.3865 3.8329 0.445 0.574 0.910
C -1.2112 1.3111 5.1294 -0.007 0.637 0.136
C -0.2139 0.2607 5.5557 0.015 -0.452 -0.435
O -1.5444 2.1268 5.9805 -0.372 0.146 -0.125
H -3.0012 2.9692 4.1356 0.145 -0.218 -0.004
H -3.1176 2.0203 2.6204 -0.319 0.214 0.018
H -1.8922 3.2356 2.7798 0.290 0.118 0.139
H -1.2451 0.7932 3.1063 -0.099 -0.553 0.222
H -0.4585 -0.1475 6.5363 -0.228 0.221 -0.072
H 0.7327 0.7889 5.6698 0.154 -0.129 -0.104
H -0.1153 -0.5740 4.8617 0.128 0.081 -0.156
```
Forces are in eV/Å.

SMILES = CCN(CC)CC.CCN(CC)CC.CNC(C)=O.CNC(C)=O.CNC(C)=O.CNC(C)=O.CNC(C)=O.CNC(C)=O
spin multiplicity = 1

These are the Mulliken partial charges, in e, on atoms 1 to 6: atom 1 (C): -0.98, atom 2 (C): -0.91, atom 3 (N): 0.66, atom 4 (C): -0.77, atom 5 (C): -1.11, atom 6 (C): 0.81

Entry 2:
The following is a DFT calculation (ωB97M-V with the def2-TZVPD basis set) of C30H74N4 as an isolated structure at a distorted geometry.

Structure (XYZ):
```
108
Properties=species:S:1:pos:R:3:forces:R:3
C -0.3144 -1.3594 -1.1439 2.611 0.825 -0.554
C -0.2134 -2.2724 -2.4049 -1.437 3.920 1.704
N 0.0336 -1.5524 -3.6069 2.047 0.246 -1.316
C 1.3616 -0.8044 -3.7079 0.667 -2.968 0.172
C 2.7036 -1.6664 -3.7159 -2.888 -2.549 -0.596
C -0.1264 -2.4064 -4.7989 0.647 2.697 -1.423
C -1.6484 -2.5284 -5.0819 2.955 -2.601 -2.116
H -0.9924 -0.5234 -1.3509 -0.154 -0.370 0.100
H 0.7356 -0.7984 -0.9259 -2.301 -1.572 -0.120
H -0.6654 -1.9894 -0.3119 0.341 0.605 -0.048
H -1.1224 -2.7924 -2.3619 -1.973 -0.369 -0.942
H 0.4026 -3.0394 -2.2889 3.613 -3.260 0.913
H 1.4816 -0.0594 -2.9989 -0.285 1.196 2.040
H 1.3706 -0.2464 -4.5979 -0.406 0.467 -1.530
H 2.8096 -2.2174 -4.6929 -0.647 -0.009 0.959
H 2.7666 -2.4014 -2.8669 -0.271 0.585 -0.823
H 3.6096 -1.1914 -3.7429 1.997 2.228 0.475
H 0.6486 -3.4934 -4.9329 -2.574 3.271 0.469
H 0.1176 -1.5254 -5.6039 0.264 -2.831 1.154
H -2.2844 -1.7214 -4.9749 -0.471 2.288 0.236
H -2.1084 -3.3084 -4.5779 -0.791 -1.777 1.117
H -1.5744 -2.8394 -6.1369 -0.919 0.067 0.117
C -1.8464 1.5816 -4.0939 -1.100 8.772 -2.717
C -1.3064 2.4606 -2.9379 2.191 -4.825 -2.759
N -1.1664 3.7376 -3.4449 1.313 5.664 -0.272
C -2.2574 4.7606 -3.0529 -1.141 -8.207 3.602
C -2.2144 5.1676 -1.5339 0.299 3.169 -1.944
C 0.2096 4.2886 -3.5139 1.204 1.374 3.526
C 1.1546 3.5496 -4.4229 2.941 3.914 2.106
H -1.8424 0.7056 -3.8449 -1.658 -10.034 3.811
H -1.1244 1.3456 -4.8329 1.020 1.343 -1.659
H -2.8394 1.9856 -4.5279 1.696 -0.844 0.612
H -0.3764 1.7616 -2.6219 -1.249 2.475 -0.294
H -2.0114 2.2316 -2.2369 -1.838 0.645 2.723
H -3.2454 4.1696 -3.4529 1.836 1.117 1.754
H -2.3484 5.5096 -3.6509 0.674 5.003 -3.671
H -3.0014 5.9116 -1.2009 0.849 -0.430 -0.949
H -1.2084 5.6106 -1.3269 -0.756 0.122 -0.403
H -2.2794 4.4936 -0.7749 -0.369 -3.004 1.455
H 0.7146 4.4856 -2.2699 -1.140 -0.970 -3.331
H 0.4026 5.2926 -3.9189 -1.722 0.293 0.450
H 2.2976 3.8036 -4.2349 -2.558 -0.322 -0.725
H 0.7916 3.5806 -5.3819 -0.315 1.208 -2.781
H 1.0046 2.6116 -4.2839 -0.134 -6.603 1.540
C -2.7694 -3.6564 1.1501 -1.539 -0.635 0.400
C -2.1884 -4.9784 1.4561 0.357 -2.082 -3.457
N -0.7674 -5.0114 1.3301 4.423 -1.501 -0.980
C 0.1186 -4.0134 2.0631 -3.118 0.836 -0.042
C -0.1334 -4.1134 3.5891 2.152 -3.205 -1.197
C -0.2634 -6.4634 1.5101 4.346 3.908 -0.397
C -0.1174 -7.2074 0.2101 -1.834 1.881 1.097
H -2.4134 -3.4754 0.1051 -0.617 0.761 0.947
H -2.3754 -2.9954 1.9791 -0.890 0.055 -1.398
H -3.9184 -3.9044 1.2171 2.039 1.439 -0.243
H -2.6604 -5.8214 0.6971 1.247 1.951 1.656
H -2.3904 -5.3314 2.3841 -1.524 -0.964 3.253
H -0.1264 -2.9794 1.6011 0.022 -1.356 1.181
H 1.1946 -4.0214 1.9321 0.072 -1.148 -0.720
H 0.0616 -5.2094 3.9961 -0.104 2.050 -1.041
H -1.0774 -3.9084 3.9201 -2.627 0.898 0.580
H 0.5686 -3.4934 4.0441 1.088 1.124 1.226
H -0.6724 -6.8104 2.3851 -2.291 -1.978 1.372
H 0.8486 -6.5424 1.9791 -1.823 1.247 -1.146
H -1.0804 -7.2514 -0.1929 -1.858 -1.158 -0.639
H 0.2836 -8.0994 0.5321 1.008 -2.382 -0.515
H 0.3246 -6.6374 -0.5769 1.470 0.322 0.058
C 2.0306 -0.7034 3.2521 1.066 -0.780 -4.454
C 3.1666 0.1946 3.0681 1.157 4.455 1.770
N 2.7856 1.4886 2.4351 -2.627 -0.819 -0.857
C 3.4606 2.6656 2.8091 -0.119 3.622 -3.860
C 4.9146 2.6536 2.4631 2.487 1.837 1.064
C 2.4396 1.3236 0.9401 -0.850 3.595 2.916
C 1.3946 2.3276 0.3631 5.743 2.431 10.075
H 1.2446 -0.2754 3.6951 -3.181 2.512 1.113
H 2.2596 -1.3464 3.9811 1.251 -3.566 2.205
H 1.7126 -1.1634 2.2731 0.191 0.071 1.213
H 4.0316 -0.0514 2.5361 1.185 -1.963 -1.057
H 3.6586 0.4896 4.0701 -1.075 -0.400 -1.051
H 3.4596 3.2376 3.7271 -1.120 -1.230 1.383
H 3.0886 3.5896 2.1761 -0.289 -2.031 0.551
H 5.2086 3.8126 2.2121 -0.148 -2.998 0.608
H 5.2266 1.9626 1.6151 -0.300 0.912 1.240
H 5.3236 2.3916 3.5201 0.723 0.088 -2.281
H 2.2716 0.3246 0.8061 -1.560 -2.547 -0.154
H 3.2126 1.4516 0.2791 3.009 0.610 -1.197
H 0.5816 2.5496 0.9301 -2.303 0.411 1.894
H 1.1506 2.1096 -0.4479 -4.740 -5.424 -12.540
H 1.7336 3.2446 -0.1039 1.388 1.160 1.393
C -2.6994 0.5216 0.8981 -0.219 0.798 -4.016
C -2.6944 1.3136 2.1631 0.420 -8.956 4.312
C -1.4624 0.9456 3.2101 -2.308 2.856 -1.661
C -1.3214 2.0066 4.2881 -1.065 -2.157 3.475
C -0.5024 3.1476 3.9461 3.644 3.593 -1.346
C -0.1144 4.1666 5.1741 -6.370 -1.547 -2.422
H -1.8664 0.8606 0.2331 -0.061 0.271 0.714
H -3.5424 0.7206 0.1151 0.755 -0.168 1.857
H -2.5114 -0.5334 0.7781 -0.353 -0.666 1.233
H -3.6984 1.4136 2.7211 1.052 -1.835 -0.106
H -2.7794 2.2096 1.9871 0.938 9.746 -2.576
H -0.4704 0.8946 2.8281 0.670 0.143 -1.498
H -1.5774 -0.0074 3.5931 -0.941 -1.930 1.003
H -0.7804 1.3766 5.2081 -1.383 1.926 -1.862
H -2.3064 2.4466 4.6751 0.961 -1.153 -0.263
H -0.8544 3.8366 3.1071 -0.611 -0.857 1.099
H 0.4316 2.8676 3.4051 -0.123 -0.510 0.846
H -1.2084 4.7316 5.1641 3.018 -0.779 0.852
H 0.6486 4.7966 4.9051 1.744 1.537 -0.453
H 0.0056 3.6246 6.0801 0.281 -0.267 0.780
```
Forces are in eV/Å.

spin multiplicity = 1

These are the Mulliken partial charges, in e, on atoms 1 to 6: atom 1 (C): 0.92, atom 2 (C): -1.74, atom 3 (N): 0.86, atom 4 (C): -0.85, atom 5 (C): -1.52, atom 6 (C): -0.34

| no. | HOMO level (hartree) | calculated total energy (eV) |
| --- | --- | --- |
| 1 | -0.308 | -56485.256 |
| 2 | -0.290 | -38251.904 |